1.
{
  "formula": "C42H42BF5N6O3SY",
  "method": "the ωB97M-V functional and the def2-TZVPD basis",
  "charge": 1,
  "e_homo_ev": -9.98,
  "orbital_gap_ev": 8.07,
  "symbols": ["Y", "C", "O", "C", "C", "O", "C", "C", "O", "C", "H", "H", "H", "H", "H", "H", "H", "H", "H", "H", "H", "H", "H", "H", "C", "C", "C", "C", "N", "N", "B", "N", "N", "C", "C", "C", "C", "C", "C", "C", "C", "C", "C", "N", "N", "C", "C", "C", "C", "C", "C", "C", "C", "C", "C", "C", "C", "C", "C", "C", "C", "H", "H", "H", "H", "H", "H", "H", "H", "H", "H", "H", "H", "H", "H", "H", "H", "H", "H", "H", "H", "H", "H", "H", "H", "H", "H", "H", "H", "F", "C", "C", "F", "C", "F", "C", "S", "C", "F", "C", "F"],
  "xyz": [[-0.0460, -0.0548, -0.4248], [-3.3402, -0.7857, -1.8661], [-2.5870, -0.1430, -0.8241], [-3.2044, 1.0687, -0.3798], [-2.6452, 2.2442, -1.1181], [-1.2353, 2.2271, -0.9087], [-0.5558, 3.2377, -1.6526], [0.9232, 3.0920, -1.4296], [1.2883, 1.7221, -1.5950], [2.4643, 1.4713, -2.3702], [-4.3147, -1.0661, -1.4653], [-3.4616, -0.1032, -2.7107], [-2.7869, -1.6604, -2.1824], [-4.2863, 1.0166, -0.5129], [-3.0021, 1.1558, 0.6855], [-2.8544, 2.1899, -2.1901], [-3.0677, 3.1703, -0.7132], [-0.8110, 3.1292, -2.7071], [-0.8747, 4.2261, -1.3112], [1.4499, 3.7069, -2.1626], [1.2203, 3.4111, -0.4306], [3.3474, 1.8535, -1.8556], [2.5471, 0.3927, -2.4863], [2.3659, 1.9417, -3.3494], [1.9534, -1.4228, 4.7510], [0.9273, -1.4773, 3.6661], [-0.2945, -2.1315, 3.6591], [-0.8345, -1.8815, 2.3987], [-0.0126, -1.1094, 1.6951], [1.0826, -0.8667, 2.4751], [2.2539, 0.0600, 2.0163], [1.6857, 1.4958, 1.8364], [0.4072, 1.6778, 1.3759], [0.0504, 2.9039, 1.7732], [1.1118, 3.5387, 2.4197], [2.1271, 2.6050, 2.4609], [3.4732, 2.7128, 3.1014], [-1.3231, 3.4589, 1.7224], [-2.3729, 2.7665, 2.3174], [-3.6420, 3.3263, 2.3787], [-3.8722, 4.5928, 1.8573], [-2.8203, 5.3045, 1.2915], [-1.5513, 4.7434, 1.2349], [2.9034, -0.5127, 0.7318], [2.1114, -1.1464, -0.1981], [2.9115, -1.9996, -0.8496], [4.2277, -1.8556, -0.4093], [4.1801, -0.9322, 0.6133], [5.2908, -0.4551, 1.4926], [2.4411, -3.1036, -1.7128], [2.9120, -3.2543, -3.0082], [2.4860, -4.3246, -3.7816], [1.6147, -5.2657, -3.2514], [1.1781, -5.1412, -1.9379], [1.5919, -4.0632, -1.1708], [-2.0743, -2.4005, 1.7878], [-2.0419, -2.9478, 0.5089], [-3.1939, -3.4533, -0.0754], [-4.3939, -3.4168, 0.6222], [-4.4329, -2.8804, 1.9056], [-3.2775, -2.3787, 2.4877], [1.6123, -2.0161, 5.5967], [2.1211, -0.4016, 5.0946], [2.9115, -1.8217, 4.4181], [-0.7079, -2.7491, 4.4396], [3.0837, 0.0973, 2.8744], [1.1073, 4.5201, 2.8656], [3.6333, 3.7349, 3.4386], [4.2729, 2.4550, 2.4077], [3.5594, 2.0512, 3.9639], [-2.1801, 1.7940, 2.7582], [-4.4485, 2.7806, 2.8524], [-4.8588, 5.0341, 1.9140], [-2.9862, 6.3025, 0.9068], [-0.7260, 5.3105, 0.8181], [5.0839, -2.4195, -0.7432], [6.2255, -0.9041, 1.1625], [5.1266, -0.7292, 2.5347], [5.4030, 0.6290, 1.4511], [3.5834, -2.5131, -3.4267], [2.8325, -4.4227, -4.8022], [1.2854, -6.0997, -3.8575], [0.5127, -5.8834, -1.5145], [1.2605, -3.9595, -0.1427], [-1.1027, -3.0264, -0.0292], [-3.1466, -3.8902, -1.0655], [-5.2938, -3.8206, 0.1754], [-5.3657, -2.8571, 2.4552], [-3.3085, -1.9546, 3.4849], [-1.0793, 0.6655, -7.7694], [-0.8925, 0.0876, -6.5850], [-1.0070, 0.8230, -5.4218], [-1.3053, 2.1281, -5.4688], [-0.8053, 0.1869, -4.2158], [-0.9272, 0.9183, -3.0783], [-0.4887, -1.1480, -4.0809], [-0.2328, -1.8987, -2.5164], [-0.3868, -1.8596, -5.2709], [-0.0973, -3.1611, -5.2577], [-0.5838, -1.2581, -6.5023], [-0.4731, -1.9711, -7.6215]]
}

2.
{
  "formula": "C42H42BrFN4O3PRu",
  "method": "the ωB97M-V functional and the def2-TZVPD basis",
  "multiplicity": 5,
  "charge": 3,
  "e_homo_ev": [-15.32, -15.45],
  "orbital_gap_ev": [8.02, 6.55],
  "symbols": ["Ru", "C", "C", "N", "C", "C", "C", "O", "O", "C", "O", "C", "C", "C", "F", "C", "C", "C", "N", "C", "C", "N", "C", "C", "H", "H", "H", "H", "H", "H", "H", "H", "H", "H", "H", "H", "H", "H", "H", "H", "H", "H", "C", "C", "C", "C", "C", "C", "C", "P", "C", "C", "C", "C", "C", "C", "C", "C", "C", "C", "C", "C", "C", "C", "H", "H", "H", "H", "H", "H", "H", "H", "H", "H", "H", "H", "H", "H", "H", "H", "H", "H", "H", "H", "Br", "C", "C", "C", "N", "C", "C", "H", "H", "H", "H"],
  "xyz": [[-0.6166, 1.2572, 2.1492], [-1.0982, 3.8940, -5.1518], [-2.1465, 2.9688, -4.5624], [-1.6703, 2.2903, -3.3312], [-2.0074, 2.8122, -2.1598], [-1.5867, 2.3281, -0.9336], [-2.0443, 3.1276, 0.2397], [-2.8277, 4.0272, 0.1406], [-1.4514, 2.8363, 1.4018], [-0.7802, 1.1837, -0.8995], [-0.3656, 0.6129, 0.1793], [-0.4012, 0.6126, -2.1640], [0.4451, -0.5074, -2.2359], [0.8450, -1.0015, -3.4322], [1.7068, -2.0310, -3.4316], [0.4350, -0.4474, -4.6792], [-0.4196, 0.6428, -4.6024], [-0.8266, 1.1820, -3.3725], [0.8750, -0.9435, -5.8969], [1.4693, -2.2748, -6.0701], [1.6128, -2.6091, -7.5473], [0.3592, -2.2491, -8.3006], [-0.0032, -0.7704, -8.1670], [0.8701, -0.1340, -7.0988], [-1.5051, 4.3784, -6.0379], [-0.1869, 3.3675, -5.4334], [-0.8277, 4.6723, -4.4395], [-2.4852, 2.2020, -5.2576], [-3.0330, 3.5281, -4.2694], [-2.6521, 3.6825, -2.1748], [0.8199, -0.9634, -1.3306], [-0.7934, 1.0927, -5.5065], [0.8438, -3.0261, -5.5855], [2.4689, -2.3549, -5.6391], [1.7835, -3.6757, -7.6810], [2.4240, -2.0713, -8.0329], [-0.4153, -2.8262, -7.9652], [0.4779, -2.4876, -9.2874], [-1.0570, -0.7360, -7.8989], [0.1346, -0.3091, -9.1425], [0.4961, 0.8682, -6.9065], [1.8917, 0.0041, -7.4634], [3.4029, 1.5488, 2.0829], [3.6652, 0.0973, 2.3748], [4.9538, -0.4057, 2.2344], [5.2477, -1.7295, 2.5229], [4.2505, -2.5927, 2.9558], [2.9587, -2.1190, 3.1027], [2.6684, -0.7817, 2.8165], [1.0435, -0.1617, 3.2526], [-0.1226, -1.5307, 3.4497], [-0.8436, -1.6286, 4.6484], [-1.8196, -2.5933, 4.8079], [-2.0864, -3.4725, 3.7652], [-1.3758, -3.3803, 2.5806], [-0.3903, -2.4156, 2.3903], [0.3507, -2.4184, 1.0806], [1.1431, 0.7037, 4.8111], [1.6954, 0.1622, 5.9717], [1.5686, 0.8565, 7.1618], [0.8857, 2.0727, 7.1926], [0.3670, 2.6262, 6.0328], [0.5304, 1.9536, 4.8212], [0.1879, 2.6048, 3.5239], [4.1362, 1.9352, 1.3777], [3.4700, 2.1527, 2.9910], [2.4173, 1.7080, 1.6364], [5.7410, 0.2557, 1.8960], [6.2622, -2.0876, 2.4120], [4.4794, -3.6237, 3.1860], [2.1835, -2.7863, 3.4574], [-0.6381, -0.9461, 5.4617], [-2.3595, -2.6687, 5.7414], [-2.8389, -4.2404, 3.8822], [-1.5793, -4.0815, 1.7805], [-0.3585, -2.4431, 0.2517], [0.9773, -3.3099, 1.0103], [1.0009, -1.5576, 0.9356], [2.1941, -0.7994, 5.9474], [1.9840, 0.4481, 8.0724], [0.7773, 2.6017, 8.1297], [-0.1188, 3.5927, 6.0589], [1.0685, 2.9739, 2.9932], [-0.5640, 3.3917, 3.5770], [-6.8182, -0.8928, 4.0690], [-5.1241, -0.3341, 3.5464], [-4.3565, 0.4607, 4.3893], [-3.1031, 0.8424, 3.9631], [-2.6056, 0.4855, 2.7704], [-3.3533, -0.2762, 1.9614], [-4.6140, -0.7101, 2.3095], [-4.7260, 0.7771, 5.3532], [-2.4713, 1.4581, 4.5939], [-2.9137, -0.5489, 1.0094], [-5.1871, -1.3266, 1.6336]]
}

Values of ΔE to the lowest compared entry with this formula, charge and spin, in order: 20.3; 0.0, all in kJ/mol.